# 1
Density functional theory data (ωB97M-V/def2-TZVPD) for C7H11N2 as an isolated structure.

Summary:
**Max |F|**: 8.44 eV/Å
**E**: -382.3617 a.u.
**Expectation value of S²**: 2.04
**ΔE to the lowest compared entry with this formula, charge and spin**: 244.4 kJ/mol
**Frontier orbital gap (spin up / spin down)**: 7.0 / 7.6 eV

Structure (ORCA input):
```
! wB97M-V def2-TZVPD RIJCOSX def2/J DEFGRID3
* xyz 1 3
C -2.398 -1.035 -0.285
C -1.711 -1.305 0.899
C -2.132 0.232 -0.943
C -0.396 -0.556 1.096
C -0.564 0.874 0.584
C 0.636 -0.656 0.010
C 2.246 1.065 -0.674
N -1.421 1.150 -0.501
N 1.990 -0.180 0.112
H -3.414 -1.367 -0.478
H -2.058 -1.895 1.779
H -2.866 0.505 -1.776
H 0.042 -0.626 2.111
H 0.238 1.554 0.862
H 0.402 -0.768 -1.069
H 2.238 1.982 -0.053
H 3.135 0.956 -1.298
H 1.354 1.228 -1.303
H 2.123 -0.171 1.142
H 2.555 -0.987 -0.215
*
```

These are the Mulliken partial charges, in e, on atoms 1 to 8:
1. C -0.47
2. C -0.44
3. C -0.15
4. C 0.41
5. C -0.53
6. C -1.12
7. C -0.76
8. N -0.43

# 2
Density functional theory data (ωB97M-V/def2-TZVPD) for a 10-piece molecular cluster, C20H56Cl4O16 overall.

Summary:
**Max |F|**: 3.04 eV/Å
**E**: -3839.7231 a.u.
**Expectation value of S²**: 0.75
**Frontier orbital gap (spin up / spin down)**: 8.9 / 2.3 eV

Structure (ORCA input):
```
! wB97M-V def2-TZVPD RIJCOSX def2/J DEFGRID3
* xyz 1 2
C 0.487 2.241 -4.672
C 1.413 3.466 -4.801
O 0.785 4.668 -4.333
O -0.620 2.242 -5.556
H 0.166 2.054 -3.647
H 1.148 1.400 -4.878
H 1.647 3.720 -5.835
H 2.375 3.275 -4.328
H 1.191 5.389 -4.820
H -1.164 1.458 -5.449
C 5.866 0.329 0.385
C 4.580 0.332 1.281
O 5.112 0.219 2.610
O 6.415 1.649 0.452
H 5.615 0.068 -0.643
H 6.658 -0.346 0.708
H 4.011 -0.544 0.969
H 4.016 1.235 1.047
H 4.432 0.030 3.261
H 6.635 1.732 1.383
C 0.275 0.587 -1.067
C 0.523 0.829 0.429
O 0.406 -0.349 1.199
O -0.925 -0.088 -1.396
H 1.073 -0.031 -1.477
H 0.464 1.539 -1.565
H -0.175 1.540 0.872
H 1.479 1.317 0.619
H 0.720 -1.090 0.675
H -1.684 0.450 -1.160
C -3.323 -2.274 -3.567
C -3.074 -0.826 -4.025
O -1.665 -0.404 -4.066
O -3.124 -2.233 -2.135
H -2.619 -2.863 -4.155
H -4.329 -2.645 -3.762
H -3.523 -0.151 -3.296
H -3.640 -0.635 -4.937
H -1.356 -0.106 -3.208
H -2.195 -2.029 -2.003
C 2.680 -2.338 3.469
C 2.139 -0.912 3.683
O 2.948 -0.211 4.613
O 2.376 -3.063 4.647
H 3.768 -2.351 3.408
H 2.230 -2.795 2.587
H 1.076 -0.955 3.920
H 2.264 -0.376 2.743
H 3.018 -0.760 5.398
H 2.792 -3.926 4.702
C -3.991 1.240 0.269
C -4.030 -0.274 0.563
O -4.874 -0.931 -0.341
O -3.364 1.480 -0.982
H -3.540 1.765 1.111
H -5.018 1.573 0.117
H -4.389 -0.432 1.580
H -3.009 -0.656 0.573
H -4.303 -1.187 -1.069
H -3.876 2.113 -1.491
C 3.619 -3.295 -1.539
C 2.662 -3.227 -0.326
O 1.986 -1.989 -0.361
O 2.946 -3.242 -2.791
H 4.383 -4.056 -1.379
H 4.289 -2.435 -1.545
H 3.185 -3.219 0.631
H 2.020 -4.092 -0.158
H 1.843 -1.842 -1.299
H 2.490 -4.059 -3.006
C -2.011 1.176 3.624
C -3.339 1.496 4.244
O -3.773 0.565 5.221
O -2.168 0.003 2.889
H -1.297 1.167 4.448
H -1.759 1.856 2.811
H -3.993 1.639 3.384
H -3.293 2.497 4.674
H -4.698 0.783 5.353
H -1.393 -0.259 2.387
Cl -0.064 -5.723 2.208
C -1.761 -5.187 2.103
C -1.872 -3.684 1.984
Cl -1.350 -3.146 0.375
H -2.336 -5.656 2.901
H -2.187 -5.638 1.208
H -1.364 -3.153 2.789
H -2.911 -3.357 2.024
Cl -0.460 7.512 -0.837
C -0.155 5.760 -1.061
C -1.457 4.963 -0.993
Cl -2.159 5.280 0.612
H 0.459 5.414 -0.230
H 0.382 5.686 -2.007
H -1.286 3.914 -1.233
H -2.150 5.388 -1.719
*
```

These are the Mulliken partial charges, in e, on atoms 1 to 8:
1. C 0.53
2. C -0.63
3. O -0.51
4. O -0.60
5. H -0.52
6. H 0.31
7. H 0.44
8. H 0.31